(i)
# CHF3N2O

A cluster of 2 separate species, CHF3N2O in total (ωB97M-V with the def2-TZVPD basis set, OMol25).

Output
**Highest occupied orbital energy**: -11.35 eV

```
! RIJCOSX wB97M-V def2-TZVPD def2/J DEFGRID3
* xyz 0 1
O 1.3971 3.2703 -0.4102
C 1.4184 2.1290 -0.3905
N 1.1361 0.9817 -0.3515
F 1.6841 -0.2011 0.1081
F -2.0616 -2.4573 0.8346
N -1.0038 -1.7162 0.2738
F -1.3555 -0.4073 0.6013
H -1.2148 -1.5990 -0.6656
*
```


(ii)
# CHF3N2O

A cluster of 2 separate species, CHF3N2O in total (ωB97M-V with the def2-TZVPD basis set, OMol25).

Output
**Highest occupied orbital energy**: -11.96 eV

```
! RIJCOSX wB97M-V def2-TZVPD def2/J DEFGRID3
* xyz 0 1
F 0.8963 -0.9607 -1.1814
N 1.7535 -0.6265 -0.1973
N 1.9157 0.4317 0.1980
F 1.1639 1.4384 -0.3834
O -1.7411 -1.2363 0.0905
C -1.4969 -0.1151 0.3556
F -1.1993 0.3034 1.6045
H -1.2923 0.7652 -0.4866
*
```


The most stable arrangement is (ii), and the next structure is 2.226 eV less stable.


(i)
# C3H12O3

A cluster of 3 separate species, C3H12O3 in total (ωB97M-V with the def2-TZVPD basis set, OMol25).

Output
**Highest occupied orbital energy (alpha / beta)**: -14.92 / -14.80 eV

```
! RIJCOSX wB97M-V def2-TZVPD def2/J DEFGRID3
* xyz 1 2
C -0.9878 0.9766 0.1745
C 0.2433 0.2639 0.6628
C 1.3423 1.1497 1.4055
O 0.8150 -0.5026 -0.3189
H -1.8118 0.8237 0.8697
H -1.2109 0.6355 -0.8334
H -0.7210 2.0379 0.1176
H -0.0190 -0.4576 1.4705
H 0.7969 1.8277 2.0579
H 1.8183 1.8067 0.6701
H 2.0833 0.5354 1.9003
H 1.3161 -1.3202 -0.0864
H -3.2529 -2.1181 1.4215
H -2.0988 -1.8889 0.4684
O -2.2893 -1.9268 1.3965
H 0.7692 1.1443 -3.2548
H 1.0801 0.0387 -2.2040
O 1.2429 0.3446 -3.1146
*
```


(ii)
# C3H12O3

A cluster of 3 separate species, C3H12O3 in total (ωB97M-V with the def2-TZVPD basis set, OMol25).

Output
**Highest occupied orbital energy (alpha / beta)**: -15.35 / -15.03 eV

```
! RIJCOSX wB97M-V def2-TZVPD def2/J DEFGRID3
* xyz 1 2
C 1.3939 -0.1500 -0.1048
C -0.0991 0.2791 0.0751
C -1.0698 -0.8990 -0.3464
O -0.4985 1.4279 -0.5705
H 1.9810 0.0825 0.7672
H 2.1100 0.2654 -0.7774
H 1.5175 -1.2408 -0.1777
H -0.2496 0.5180 1.2145
H -1.1808 -1.4272 0.6073
H -0.8650 -1.3570 -1.1816
H -2.1241 -0.5345 -0.3280
H 0.1827 2.1268 -0.8370
H 1.6928 0.2893 3.2892
H 1.3967 -1.1824 3.5389
O 1.3587 -0.4664 2.8459
H -2.1478 0.0237 -3.0410
H -1.4859 1.2720 -2.1027
O -1.9126 0.9726 -2.8709
*
```


(iii)
# C3H12O3

A cluster of 3 separate species, C3H12O3 in total (ωB97M-V with the def2-TZVPD basis set, OMol25).

Output
**Highest occupied orbital energy (alpha / beta)**: -13.77 / -13.77 eV

```
! RIJCOSX wB97M-V def2-TZVPD def2/J DEFGRID3
* xyz 1 2
C -1.0020 0.2551 0.8250
C 0.5121 0.0733 1.1918
C 1.4404 -0.3040 0.0547
O 0.5328 -1.0117 2.0971
H -1.0919 0.4568 -0.3018
H -1.4357 1.0913 1.3187
H -1.6177 -0.5453 1.1022
H 0.9075 0.8641 1.8724
H 1.1016 -1.1864 -0.5131
H 2.5490 -0.3027 0.1045
H 1.3796 0.4222 -0.7805
H -0.1610 -1.1417 2.8118
H -0.9878 3.5140 -4.0743
H -0.7337 4.9323 -4.4314
O -0.8129 4.3916 -3.6735
H -0.4879 -4.2922 0.1943
H 0.1486 -3.1466 1.1465
O -0.2410 -4.0700 1.0557
*
```


The most stable arrangement is (i), and the next structure is 0.851 eV less stable.


(i)
# C3H5F2OP

A structure of composition C3H5F2OP (ωB97M-V with the def2-TZVPD basis set, OMol25).

Output
**Highest occupied orbital energy (alpha / beta)**: -8.45 / -9.62 eV

```
! RIJCOSX wB97M-V def2-TZVPD def2/J DEFGRID3
* xyz 0 1
C -0.5837 0.3936 0.6130
C -1.8003 -0.1218 0.1096
C 2.1558 0.2135 -0.3993
O 0.5533 -2.1004 -0.2188
F 2.5638 0.1412 0.9450
F 2.1146 1.5157 -0.6968
P 0.5254 -0.6777 -0.5075
H -0.2963 1.3573 0.2122
H -0.5392 0.2375 1.6431
H -2.2291 -0.9909 0.6666
H -2.4441 0.1813 -0.6615
H -0.0202 -0.1493 -1.7056
*
```


(ii)
# C3H5F2OP

The molecule C3H5F2OP (ωB97M-V with the def2-TZVPD basis set, OMol25).

Output
**Highest occupied orbital energy (alpha / beta)**: -8.48 / -8.19 eV

```
! RIJCOSX wB97M-V def2-TZVPD def2/J DEFGRID3
* xyz 0 1
C -0.4473 -1.0354 0.7516
C -0.8255 -0.9170 -0.6390
C 1.1430 1.1281 0.5308
O 0.2324 -0.4002 -1.4753
F 2.4351 0.8219 0.7643
F 0.8467 2.1484 1.3364
P 0.6508 1.1671 -1.2768
H -1.1888 -1.0283 1.4642
H 0.5400 -1.2767 1.1707
H -0.9309 -1.9237 -0.9747
H -1.8263 -0.2935 -0.5847
H -0.6292 1.6093 -1.0673
*
```


The most stable arrangement is (i), and the next structure is 0.278 eV less stable.


(i)
# C6H12NO

A cluster of 2 separate species, C6H12NO in total (ωB97M-V with the def2-TZVPD basis set, OMol25).

Output
**Highest occupied orbital energy (alpha / beta)**: -17.17 / -17.68 eV

```
! RIJCOSX wB97M-V def2-TZVPD def2/J DEFGRID3
* xyz 2 2
O -1.5941 -1.3921 0.0808
C -1.6054 -0.2587 0.6350
C -0.5146 0.5127 1.0108
C 0.8347 0.1084 0.4318
C 1.3843 1.0333 -0.6582
C 2.4740 1.8259 -0.5875
C 3.0366 2.4150 -1.8142
N -3.4805 -3.4830 0.9188
H -2.6125 0.3128 0.5872
H -0.6070 1.5096 1.4825
H 1.7397 0.1193 1.2041
H 0.8483 -0.9479 -0.0209
H 0.6389 1.1388 -1.4365
H 2.8636 2.1598 0.3503
H 2.6478 2.6548 -2.8423
H 3.3275 3.3975 -1.3425
H 4.0946 2.1313 -2.1776
H -2.6967 -2.8048 0.7353
H -3.2532 -3.7034 1.9408
H -3.5317 -4.2692 0.3346
*
```


(ii)
# C6H12NO

The ion C6H12NO with charge +2 (ωB97M-V with the def2-TZVPD basis set, OMol25).

Output
**Highest occupied orbital energy (alpha / beta)**: -17.65 / -17.65 eV

```
! RIJCOSX wB97M-V def2-TZVPD def2/J DEFGRID3
* xyz 2 2
C 0.9830 1.7577 1.6799
C 0.8228 0.3200 2.2805
C 0.0442 -0.4755 1.3399
C 0.5612 -1.1415 0.0597
C 0.0866 -0.6141 -1.2953
C -0.8286 -1.3257 -2.0342
O -1.2325 -0.9315 -3.1950
N -0.3137 2.2403 1.0829
H 1.2074 2.3932 2.5414
H 1.6914 1.7408 0.8605
H 0.3007 0.2551 3.2403
H 1.8332 -0.1113 2.4457
H 1.6720 -1.1074 -0.0161
H 0.3724 -2.2109 0.2734
H 0.4819 0.3234 -1.6891
H -1.1118 -2.3303 -1.6842
H -1.6924 -1.6650 -3.6566
H -0.7260 1.3330 0.7743
H -0.9541 2.5805 1.7997
H -0.8399 -0.9881 1.7630
*
```


The most stable arrangement is (ii), and the next structure is 1.583 eV less stable.


(i)
# C2H8N3O

A cluster of 2 separate species, C2H8N3O in total (ωB97M-V with the def2-TZVPD basis set, OMol25).

Output
**Highest occupied orbital energy (alpha / beta)**: -14.41 / -14.42 eV

```
! RIJCOSX wB97M-V def2-TZVPD def2/J DEFGRID3
* xyz 1 1
C -0.7315 -0.3565 0.0472
C -1.7573 0.6680 -0.3901
N -1.2481 -1.5482 0.5941
N 0.3891 0.1340 0.7399
N 2.0986 0.1056 -0.2206
O -0.4948 -1.5730 -0.6147
H -1.6626 0.7011 -1.4831
H -1.5472 1.5696 -0.0461
H -2.7035 0.3662 -0.1246
H -0.8152 -2.0477 1.3072
H 0.5728 1.1112 0.7098
H 1.9951 0.3469 -1.2094
H 2.1722 -0.8771 -0.0997
H 2.8730 0.6227 0.2150
*
```


(ii)
# C2H8N3O

A cluster of 2 separate species, C2H8N3O in total (ωB97M-V with the def2-TZVPD basis set, OMol25).

Output
**Highest occupied orbital energy (alpha / beta)**: -13.74 / -14.20 eV

```
! RIJCOSX wB97M-V def2-TZVPD def2/J DEFGRID3
* xyz 1 1
C -0.4462 0.8013 -0.5031
C 0.1079 -1.8108 0.8796
N -0.7276 0.9981 -1.7329
N 0.8605 -1.0986 -0.0477
N -0.7635 1.6040 0.4819
O 1.8597 -0.3679 0.6181
H -0.5515 -2.4187 0.2777
H 0.7611 -2.5558 1.3468
H -0.3053 -1.2666 1.7006
H -0.4542 0.3256 -2.3653
H -1.1768 1.7760 -2.3242
H -1.3725 2.4184 0.2886
H -0.3065 1.5140 1.3551
H 2.5148 0.0811 0.0250
*
```


The most stable arrangement is (ii), and the next structure is 1.486 eV less stable.


(i)
# C2H4FP

A structure of composition C2H4FP (ωB97M-V with the def2-TZVPD basis set, OMol25).

Output
**Highest occupied orbital energy**: -7.91 eV

```
! RIJCOSX wB97M-V def2-TZVPD def2/J DEFGRID3
* xyz 0 1
C 0.3244 -0.2804 0.6082
C 0.7905 0.1615 -0.6164
F -2.3182 0.8944 0.0766
P -1.5048 -0.4817 -0.1985
H 0.5425 -1.3164 0.8772
H 0.5172 0.4108 1.3642
H 0.5607 1.2049 -0.7192
H 1.0877 -0.5929 -1.3921
*
```


(ii)
# C2H4FP

The molecule C2H4FP (ωB97M-V with the def2-TZVPD basis set, OMol25).

Output
**Highest occupied orbital energy**: -8.65 eV

```
! RIJCOSX wB97M-V def2-TZVPD def2/J DEFGRID3
* xyz 0 1
F -1.6926 1.0806 -0.5671
P -1.0980 -0.4179 -0.9144
C -0.0346 -0.3889 0.6638
C 0.8796 0.1018 -0.3208
H -0.1139 -1.2701 1.2661
H -0.6069 0.3693 1.2162
H 1.1430 1.1091 -0.5156
H 1.5234 -0.5839 -0.8281
*
```


The most stable arrangement is (ii), and the next structure is 1.024 eV less stable.


(i)
# C3H4O3

A structure of composition C3H4O3 (ωB97M-V with the def2-TZVPD basis set, OMol25).

Output
**Highest occupied orbital energy (alpha / beta)**: -9.24 / -9.24 eV

```
! RIJCOSX wB97M-V def2-TZVPD def2/J DEFGRID3
* xyz 0 1
O 0.6085 0.6555 2.0508
C 0.2657 0.3959 0.9500
C -0.9588 -0.4132 0.4896
O -0.9532 -0.7519 -0.8387
C 1.0821 0.1656 -1.1909
O 1.0092 0.9458 -0.1516
H -1.8222 0.2182 0.7650
H -0.9804 -1.2734 1.1811
H 1.4157 0.7524 -2.0565
H 0.2489 -0.7871 -1.1269
*
```


(ii)
# C3H4O3

The molecule C3H4O3 (ωB97M-V with the def2-TZVPD basis set, OMol25).

Output
**Highest occupied orbital energy**: -9.46 eV

```
! RIJCOSX wB97M-V def2-TZVPD def2/J DEFGRID3
* xyz 0 1
O 2.1419 0.4852 0.1980
C 0.9891 -0.2696 0.4004
C -0.2197 0.4603 -0.1573
O -0.0876 1.5103 -0.7688
C -1.5669 -0.0053 0.1987
O -2.0548 -0.8690 -0.6466
H 1.8580 1.2578 -0.3248
H 1.0478 -1.2503 -0.1054
H 0.8234 -0.4691 1.4701
H -2.9475 -0.9207 -0.2522
*
```


(iii)
# C3H4O3

The molecule C3H4O3 (ωB97M-V with the def2-TZVPD basis set, OMol25).

Output
**Highest occupied orbital energy (alpha / beta)**: -9.41 / -9.25 eV

```
! RIJCOSX wB97M-V def2-TZVPD def2/J DEFGRID3
* xyz 0 1
O 0.7688 -0.7473 0.7669
C -0.0247 0.2217 1.1425
C -0.7254 0.9822 0.2333
O -0.6615 -0.8012 -0.9304
C 0.6694 -0.7740 -0.7663
O 1.5378 -0.1573 -1.3576
H -0.1270 0.3066 2.2222
H -1.5845 1.5605 0.5524
H -0.2287 1.2983 -0.6884
H 0.3758 -1.8895 -1.1746
*
```


(iv)
# C3H4O3

The molecule C3H4O3 (ωB97M-V with the def2-TZVPD basis set, OMol25).

Output
**Highest occupied orbital energy**: -10.68 eV

```
! RIJCOSX wB97M-V def2-TZVPD def2/J DEFGRID3
* xyz 0 1
O 2.0503 -1.0886 -0.4409
C 0.9853 -0.5869 -0.2280
C 0.6762 0.8351 0.1984
O -0.7263 0.8996 0.2972
C -1.2648 -0.3604 -0.0270
O -0.1952 -1.2379 -0.3365
H 1.0541 1.5425 -0.5482
H 1.1527 1.0467 1.1626
H -1.9162 -0.2805 -0.9041
H -1.8161 -0.7695 0.8264
*
```


The most stable arrangement is (iv), and the next structure is 2.876 eV less stable.


(i)
# C3H4O3

The molecule C3H4O3 (ωB97M-V with the def2-TZVPD basis set, OMol25).

Output
**Highest occupied orbital energy**: -10.32 eV

```
! RIJCOSX wB97M-V def2-TZVPD def2/J DEFGRID3
* xyz 0 1
O -0.1061 1.7790 -0.0612
C -1.0347 0.9580 -0.1180
C -0.6613 -0.4093 -0.0338
O -1.5833 -1.1221 -0.3497
C 0.6775 -0.8224 0.2179
O 1.7207 -0.0969 -0.5565
H -2.1013 1.4387 -0.3474
H 1.1273 -0.5593 1.3367
H 0.6819 -1.9592 0.0253
H 1.2794 0.7935 -0.1133
*
```


(ii)
# C3H4O3

The molecule C3H4O3 (ωB97M-V with the def2-TZVPD basis set, OMol25).

Output
**Highest occupied orbital energy**: -8.78 eV

```
! RIJCOSX wB97M-V def2-TZVPD def2/J DEFGRID3
* xyz 0 1
O 2.0201 -1.5656 0.2923
C 1.0224 -0.9671 0.2562
C -0.2260 -0.4606 0.2120
O -1.2693 -1.2273 0.6794
C -0.2172 1.0354 0.0694
O 0.9976 1.1840 -0.6574
H -1.8477 -1.4501 -0.0626
H -0.1749 1.5559 1.0302
H -1.0576 1.4253 -0.5163
H 0.7525 0.4701 -1.3031
*
```


(iii)
# C3H4O3

The molecule C3H4O3 (ωB97M-V with the def2-TZVPD basis set, OMol25).

Output
**Highest occupied orbital energy**: -10.42 eV

```
! RIJCOSX wB97M-V def2-TZVPD def2/J DEFGRID3
* xyz 0 1
O 0.9457 -2.1338 0.4678
C 0.2903 -1.6391 -0.4129
C -0.0260 -0.1486 -0.4993
O -0.1287 0.3157 -1.6164
C -0.1753 0.7397 0.7155
O -0.1865 2.0797 0.3220
H -0.0772 -2.1989 -1.2944
H 0.6301 0.5220 1.4319
H -1.1187 0.4791 1.2247
H -0.3205 2.0816 -0.6423
*
```


The most stable arrangement is (iii), and the next structure is 1.357 eV less stable.


(i)
# C3H4O3

The molecule C3H4O3 (ωB97M-V with the def2-TZVPD basis set, OMol25).

Output
**Highest occupied orbital energy**: -9.12 eV

```
! RIJCOSX wB97M-V def2-TZVPD def2/J DEFGRID3
* xyz 0 1
O 0.7652 -1.2174 -1.6485
C 0.5686 -0.1978 -0.7626
C -0.0515 -0.3668 0.5409
O 1.3281 -0.1895 0.4525
C -1.2220 1.6405 0.4470
O -0.7764 0.6639 1.1983
H 0.6966 -2.0648 -1.1891
H 0.5068 0.7585 -1.2687
H -0.3961 -1.3247 0.9294
H -1.7552 2.2708 1.1975
*
```


(ii)
# C3H4O3

The molecule C3H4O3 (ωB97M-V with the def2-TZVPD basis set, OMol25).

Output
**Highest occupied orbital energy**: -9.30 eV

```
! RIJCOSX wB97M-V def2-TZVPD def2/J DEFGRID3
* xyz 0 1
C -1.6597 0.0648 0.5208
O -0.2530 -0.1668 0.6223
C 0.3832 -0.0744 -0.5416
O -0.1186 0.1655 -1.6162
C 1.8089 -0.4239 -0.4933
O 2.5940 0.3078 0.2618
H -2.0499 -0.0426 1.5305
H -1.8423 1.0703 0.1350
H -2.1103 -0.6644 -0.1562
H 3.2476 -0.2364 -0.2630
*
```


(iii)
# C3H4O3

The molecule C3H4O3 (ωB97M-V with the def2-TZVPD basis set, OMol25).

Output
**Highest occupied orbital energy**: -9.94 eV

```
! RIJCOSX wB97M-V def2-TZVPD def2/J DEFGRID3
* xyz 0 1
O -1.8094 0.0629 -1.0995
C -0.6128 0.1889 -1.2003
C 0.3772 -0.2511 -0.1321
O 1.4932 0.6077 -0.0976
C -0.2850 -0.4392 1.2387
O 0.3434 -0.7953 2.2032
H -0.1395 0.6383 -2.0975
H 0.7681 -1.2326 -0.4344
H 1.2314 1.4368 0.3247
H -1.3664 -0.2164 1.2949
*
```


The most stable arrangement is (iii), and the next structure is 2.256 eV less stable.